Molecular formula: C45H48AsEuN13O2S
Method: DFT, ωB97M-V with the def2-TZVPD basis set

Values from the calculation:
E_LUMO (alpha / beta) ... -4.55 / -4.54 eV
Multiplicity ... 8
HOMO energy (alpha / beta) ... -11.5 / -11.5 eV
Net charge ... +2

Last column: Löwdin charge in e.
Geometry (Å):
Eu 1.751859 0.992431 0.430967  1.47
S 0.128727 2.385647 2.777342  0.40
C -0.923883 1.178699 3.507332  -0.78
C -0.549239 0.376308 4.600560  -0.14
C -1.427767 -0.565047 5.111018  -0.09
C -2.744146 -0.702225 4.636318  -0.08
C -3.190760 0.128327 3.596478  -0.09
C -2.228988 0.976791 2.981926  -0.46
As -2.584942 1.999615 1.373345  1.25
C -4.288284 1.092252 0.785687  -0.39
C -5.275758 1.945559 0.291336  -0.13
C -6.224453 1.389465 -0.583983  -0.07
C -6.271983 0.010674 -0.818714  -0.08
C -5.325438 -0.825388 -0.267596  -0.08
C -4.334009 -0.304197 0.561283  -0.11
C -1.611551 0.939827 -0.010974  -0.43
C -0.942659 -0.250690 0.311065  -0.21
C -0.481686 -1.071792 -0.750506  -0.10
C -0.573830 -0.627058 -2.077828  -0.10
C -1.264681 0.524828 -2.364095  -0.06
C -1.811110 1.330986 -1.349851  -0.10
H 0.443850 0.546841 5.034151  0.09
H -1.052043 -1.223472 5.894263  0.11
H -3.428706 -1.413981 5.088228  0.10
H -4.238901 0.140869 3.244547  0.11
H -5.286696 2.987778 0.542034  0.08
H -6.968517 2.027383 -1.021343  0.10
H -7.000171 -0.408056 -1.536107  0.12
H -5.394022 -1.892573 -0.395335  0.10
H -3.512857 -0.910867 0.965804  0.10
H -0.727138 -0.475727 1.370274  0.09
H -0.062850 -2.071559 -0.565625  0.09
H -0.108743 -1.252535 -2.835784  0.08
H -1.334130 0.865693 -3.395211  0.11
H -2.328818 2.267926 -1.619223  0.11
C 1.278515 -5.069325 1.347098  -0.07
N 1.867988 -3.729985 1.161537  -0.09
C 1.567396 -2.511171 1.683205  -0.13
N 2.420027 -1.598264 1.222343  -0.02
C 3.311910 -2.337075 0.505276  -0.24
N 2.987223 -3.601325 0.314961  0.14
C -0.158438 -5.136983 0.893892  -0.20
C -1.200569 -5.474156 1.803748  -0.02
C -2.537405 -5.537058 1.393898  -0.04
C -2.900658 -5.176342 0.089837  0.00
C -1.884235 -4.819482 -0.766104  -0.16
C -0.506726 -4.906334 -0.451838  0.03
C -2.246963 -4.249203 -2.042465  -0.25
N -3.428313 -4.068940 -2.523694  0.13
N -3.309603 -3.398334 -3.755034  0.14
C -2.055237 -3.228975 -3.974965  -0.28
O -1.253313 -3.774547 -2.956853  0.06
C -1.450921 -2.352771 -4.977989  -0.15
C -2.257912 -1.578023 -5.832158  0.00
C -1.645491 -0.605557 -6.568936  -0.06
C -0.282483 -0.328414 -6.428333  -0.02
C 0.525394 -1.165715 -5.649252  -0.20
C 1.992123 -0.816676 -5.426616  -0.05
N 2.214424 -0.038802 -4.166073  -0.07
C 2.682251 -0.350836 -2.933892  -0.13
N 2.629640 0.740771 -2.152099  -0.04
C 2.168293 1.724850 -2.989135  -0.24
N 1.804698 1.311779 -4.179544  0.14
C -0.059779 -2.259635 -4.981139  0.00
H 1.304348 -5.252392 2.447229  0.14
H 1.914943 -5.790457 0.794949  0.14
H 0.779182 -2.310645 2.397973  0.14
H 4.184590 -1.841048 0.080744  0.11
H -0.944920 -5.704232 2.845610  0.12
H -3.301024 -5.824104 2.114687  0.12
H -3.923905 -5.130431 -0.247685  0.12
H 0.224383 -4.805796 -1.250128  0.13
H -3.328229 -1.771171 -5.930110  0.13
H -2.226064 0.074457 -7.190283  0.12
H 0.130912 0.514087 -7.007028  0.13
H 2.433696 -0.237974 -6.251280  0.14
H 2.557792 -1.729575 -5.258090  0.13
H 3.135858 -1.294744 -2.626634  0.14
H 2.079411 2.753845 -2.664068  0.09
H 0.511079 -3.009533 -4.419729  0.14
O 3.806047 1.589364 1.358528  -0.38
N 4.771515 1.231958 2.245632  -0.19
C 4.399330 0.809895 3.487680  0.01
C 5.420300 0.461367 4.408857  -0.01
C 6.763067 0.615271 4.083490  -0.01
C 7.043488 1.056007 2.782700  -0.02
C 6.060288 1.386358 1.877729  0.00
H 3.324003 0.735956 3.710087  0.14
H 5.086556 0.121402 5.365327  0.11
H 7.545393 0.433130 4.819777  0.13
H 8.055266 1.144632 2.423920  0.12
H 6.249256 1.765541 0.873806  0.15
N -1.673626 5.843676 0.747482  0.20
C -0.138327 5.676376 0.741773  -0.12
C 0.201136 4.515329 -0.200605  -0.28
N 1.523122 3.914129 0.045714  -0.03
H -1.941425 6.556897 1.431172  0.17
H -2.119102 4.958875 1.005305  0.09
H -1.998089 6.160629 -0.182299  0.18
H 0.216712 5.458147 1.748253  0.10
H 0.288699 6.625801 0.390491  0.14
H 0.169098 4.867662 -1.248271  0.13
H -0.535660 3.692828 -0.108799  0.05
H 2.007274 4.347213 0.829636  0.03
H 2.075290 4.082564 -0.804488  0.07
N 2.858988 5.152160 2.839828  -0.09
N 3.366294 4.003449 3.603038  -0.06
H 3.677208 5.513723 2.311528  0.08
H 2.674885 5.876282 3.534669  0.07
H 3.684762 3.359455 2.877114  0.02
H 2.508736 3.627440 3.993275  0.01

Forces on the atoms, in the same order (eV/Å):
-0.4 0.3 0.4
0.7 -0.3 -0.4
-1.0 -0.7 0.0
0.2 0.5 -0.3
-0.1 -0.4 0.0
0.0 0.6 -0.2
1.0 0.2 -0.1
0.0 0.1 0.4
-1.1 -0.5 -0.2
0.7 0.2 0.2
-0.1 -1.6 -0.8
-0.1 -0.2 0.8
-0.3 0.6 -1.0
0.4 -0.2 1.2
0.3 1.1 -0.3
-0.3 0.5 0.3
0.4 -0.2 -0.9
0.1 0.3 0.5
0.1 -1.1 1.0
-0.2 1.3 -0.3
0.7 -0.6 0.2
-0.4 -0.3 -0.1
-0.3 0.2 0.0
0.2 0.1 0.0
0.8 -0.3 0.2
0.1 0.4 -0.1
-0.3 0.2 -0.2
0.3 0.4 0.6
0.1 -0.2 -0.3
-0.6 0.0 -0.2
-0.5 -0.2 -0.5
0.0 0.5 0.1
-0.4 0.3 0.0
-0.1 -0.1 0.1
0.1 -0.7 0.3
-0.2 -0.1 0.9
1.1 1.0 -1.1
0.4 -1.0 -0.7
0.0 -0.3 0.8
-0.4 0.3 -1.1
-0.8 0.6 2.0
-1.2 -0.4 -0.5
0.5 0.3 -0.4
0.1 0.1 -0.1
0.5 -0.1 1.3
1.5 0.1 -0.7
-0.8 0.0 1.2
0.3 0.6 -2.9
0.3 0.3 -0.2
0.2 -0.4 0.6
0.1 -0.7 1.3
-1.8 0.2 0.4
0.2 -0.7 -0.1
0.0 -0.8 0.5
0.3 1.2 -0.3
0.2 -0.3 -0.2
0.1 0.3 0.0
0.1 -0.3 0.6
-0.9 1.5 0.2
-0.3 1.1 -0.6
0.4 -0.3 -0.4
-0.6 -0.9 0.2
1.4 -1.5 0.3
-0.1 0.8 -0.3
0.2 -0.2 -0.9
-0.2 0.6 0.5
-0.1 -0.2 -0.2
-0.2 -0.5 -0.1
-0.1 0.1 -0.4
0.2 0.0 -0.2
-0.1 0.0 0.1
0.0 0.3 0.3
0.4 0.1 0.3
0.0 -0.4 0.0
0.0 -0.5 0.6
-0.2 -0.2 0.4
0.2 -0.1 -0.3
-0.5 0.2 -0.3
-0.2 -0.2 -0.2
-0.1 0.6 -0.1
1.1 -0.3 0.9
-1.5 0.4 -0.2
1.5 -0.4 0.0
-1.0 0.7 -1.0
-0.6 0.2 -0.6
0.5 0.0 0.2
-0.2 -0.4 0.5
0.7 0.2 -0.4
0.0 -0.1 0.5
-0.2 -0.1 -0.4
0.2 0.1 0.2
-0.2 -0.2 0.4
1.1 0.6 -0.1
-0.3 -0.3 -0.5
-0.3 -0.5 -0.4
0.4 0.0 -1.1
-0.1 -0.1 -0.1
-0.2 -0.4 0.0
0.1 -0.3 0.5
-0.3 0.0 0.1
-0.2 -0.3 0.2
-0.1 -0.1 0.4
0.0 0.6 0.2
0.0 0.0 0.3
0.1 0.0 0.8
0.7 0.5 -0.7
0.1 0.4 -0.2
-0.6 -0.2 0.6
0.1 -0.1 -0.1
-0.4 0.0 0.3
0.1 -0.5 -0.1

Molecular formula: C45H48AsN6S2Sn
Method: DFT, ωB97M-V with the def2-TZVPD basis set

Values from the calculation:
E_LUMO ... -2.81 eV
HOMO energy ... -10.3 eV
Net charge ... +1

Last column: Löwdin charge in e.
Geometry (Å):
Sn 0.345088 1.411074 -0.130301  1.07
S -1.678088 2.106825 1.449703  0.84
C -3.234089 1.870891 0.604279  -0.51
C -4.080927 2.973669 0.499823  -0.10
C -5.328376 2.830335 -0.082142  -0.07
C -5.742734 1.581601 -0.532013  -0.06
C -4.905579 0.483462 -0.404732  -0.08
C -3.640607 0.608149 0.168539  -0.40
As -2.443656 -0.936066 0.317940  1.30
C -3.781658 -2.348019 0.374490  -0.42
C -4.087765 -3.186985 -0.690113  -0.11
C -5.026015 -4.200758 -0.530041  -0.08
C -5.664480 -4.375598 0.688068  -0.08
C -5.365738 -3.535590 1.753998  -0.08
C -4.421675 -2.532607 1.599664  -0.13
C -1.815005 -1.050438 -1.521836  -0.44
C -1.991695 -0.028201 -2.449244  -0.14
C -1.388946 -0.102485 -3.700887  -0.08
C -0.606600 -1.197837 -4.035596  -0.08
C -0.420940 -2.221365 -3.112666  -0.08
C -1.012098 -2.142212 -1.860670  -0.15
H -3.750823 3.939924 0.864862  0.11
H -5.979945 3.689473 -0.178018  0.11
H -6.726589 1.462079 -0.966995  0.11
H -5.242822 -0.491193 -0.736711  0.11
H -3.608810 -3.047790 -1.651154  0.09
H -5.260520 -4.850343 -1.363764  0.11
H -6.393859 -5.165912 0.808749  0.11
H -5.864855 -3.666970 2.705320  0.11
H -4.185005 -1.884732 2.436493  0.10
H -2.616482 0.822684 -2.210359  0.08
H -1.542173 0.695277 -4.417601  0.11
H -0.148792 -1.259972 -5.015024  0.11
H 0.186919 -3.080524 -3.367862  0.11
H -0.853838 -2.938294 -1.139748  0.11
C 5.638788 2.297719 -2.045783  -0.06
N 4.444424 2.167560 -1.227229  -0.04
C 4.413768 1.623929 -0.000011  -0.78
S 2.993746 1.654969 0.934713  0.60
N 5.540755 1.073778 0.452477  -0.03
C 5.712369 0.428936 1.749692  -0.07
H 5.365141 2.784906 -2.976345  0.09
H 6.056107 1.319101 -2.289999  0.09
H 6.402864 2.906235 -1.554875  0.10
H 3.625292 2.688255 -1.487027  0.12
H 6.378349 1.223580 -0.085909  0.12
H 4.746985 0.096631 2.115832  0.05
H 6.146243 1.117837 2.473488  0.09
H 6.368939 -0.429776 1.631056  0.09
C 0.168761 4.733245 -2.222852  -0.06
C -1.291051 4.946478 -1.797136  -0.35
C -2.162830 3.783853 -2.270651  -0.06
C -1.352537 5.343667 -0.320994  -0.15
C -1.759811 6.644898 -0.035115  -0.04
C -1.666469 7.162447 1.244543  -0.07
C -1.049168 6.410251 2.229412  -0.04
C -0.602558 5.111892 1.993119  -0.15
C 0.358660 4.537611 3.031212  -0.36
C 1.783546 4.680026 2.475538  -0.07
C 0.144543 3.131369 3.594196  -0.11
C -0.870554 4.544570 0.734641  -0.26
N -0.701921 3.141704 0.487469  -0.54
H 0.235833 4.581437 -3.302628  0.08
H 0.588295 3.854525 -1.728714  0.02
H 0.785291 5.592457 -1.954132  0.09
H -1.641742 5.827888 -2.338230  0.13
H -1.772249 2.826359 -1.935469  0.02
H -2.188178 3.773594 -3.363711  0.09
H -3.187469 3.875391 -1.914016  0.07
H -2.154366 7.256774 -0.838701  0.11
H -2.015464 8.164566 1.459367  0.11
H -0.875424 6.850126 3.204679  0.12
H 0.284700 5.212543 3.886114  0.12
H 1.911415 4.049439 1.594360  0.01
H 2.523536 4.373692 3.218628  0.08
H 1.985873 5.712147 2.185394  0.09
H 0.453530 2.353296 2.890121  0.02
H -0.889552 2.950417 3.885359  0.06
H 0.769636 3.013891 4.481941  0.09
N 3.156056 -5.840226 -0.447691  0.17
C 3.254276 -7.177232 -0.120209  -0.19
C 3.971654 -8.233625 -0.676291  -0.02
C 3.823617 -9.462935 -0.069306  -0.08
C 2.992598 -9.637182 1.052523  -0.08
C 2.289482 -8.585371 1.597244  -0.01
C 2.426761 -7.331997 0.997471  -0.22
N 1.848469 -6.120457 1.335169  0.19
C 2.302579 -5.268971 0.461339  -0.29
C 1.935189 -3.847167 0.448272  -0.13
C 1.190935 -3.332037 1.505928  0.01
C 0.831125 -1.999805 1.484400  -0.14
N 1.163027 -1.170318 0.491097  -0.06
C 1.877004 -1.662071 -0.514983  -0.19
C 2.286001 -2.982647 -0.583091  -0.01
H 3.640861 -5.378101 -1.194935  0.15
H 4.613187 -8.101323 -1.537829  0.11
H 4.359269 -10.315691 -0.464639  0.10
H 2.909196 -10.621626 1.493312  0.10
H 1.650158 -8.712234 2.460701  0.11
H 0.896057 -3.983949 2.316487  0.12
H 0.244428 -1.574508 2.289344  0.11
H 2.121025 -0.969790 -1.317943  0.10
H 2.850219 -3.316480 -1.444598  0.11

Forces on the atoms, in the same order (eV/Å):
0.0 0.1 -0.8
0.0 -0.1 -0.1
0.0 0.1 0.0
0.0 0.0 0.0
0.0 0.0 0.0
0.0 0.0 0.0
0.0 0.0 0.1
0.0 0.1 -0.3
-0.1 -0.1 0.3
0.0 0.0 0.0
0.0 0.0 0.0
0.0 0.0 0.0
0.0 0.0 0.0
0.0 0.0 0.0
0.0 0.0 -0.1
0.1 0.0 0.0
0.0 -0.1 -0.1
0.0 0.0 0.0
0.0 0.0 0.0
-0.1 0.0 0.0
-0.1 0.1 0.0
0.0 0.0 0.0
0.0 0.0 0.0
0.0 0.0 0.0
0.0 0.0 0.0
0.0 0.0 0.0
0.0 0.0 0.0
0.0 0.0 0.0
0.0 0.0 0.0
0.0 0.0 0.0
0.0 0.0 0.0
0.0 0.0 0.0
0.0 0.0 0.0
0.0 0.0 0.0
0.0 0.0 0.0
0.0 0.0 0.0
0.0 0.1 0.0
-0.1 0.0 -0.2
0.1 0.1 0.4
0.0 0.0 0.1
0.0 0.0 -0.1
0.0 0.0 0.0
0.0 0.0 0.0
0.0 0.0 0.0
0.0 0.0 0.0
0.0 0.0 0.0
0.0 0.0 0.0
0.0 0.0 0.0
0.0 0.0 0.0
-0.1 0.1 0.0
0.1 -0.1 0.1
0.0 0.1 0.0
0.1 0.0 -0.1
0.0 0.0 0.0
0.0 0.0 0.0
0.0 0.0 0.0
0.0 0.0 0.0
0.0 0.0 0.0
-0.1 0.0 0.0
0.1 0.1 0.1
-0.1 0.0 -0.3
0.2 -0.2 0.5
0.0 0.0 0.0
0.0 -0.1 0.0
0.0 0.0 0.0
0.0 0.0 0.0
0.0 -0.1 0.1
0.0 0.0 0.0
0.0 0.0 0.0
0.0 0.0 0.0
0.0 0.0 0.0
0.0 0.0 0.0
-0.1 0.0 0.0
0.0 0.1 0.0
0.0 0.0 0.0
0.0 0.0 0.0
0.0 0.0 0.1
0.1 0.0 0.0
0.0 0.0 0.0
0.0 0.0 -0.1
0.0 0.0 0.0
0.0 0.0 0.0
0.0 0.0 0.0
0.0 0.0 0.0
0.0 0.0 0.0
0.0 0.0 0.0
0.0 -0.1 0.0
0.0 0.0 0.0
0.0 -0.1 0.0
-0.1 -0.1 0.0
0.0 0.0 0.0
0.0 0.0 0.2
0.0 0.0 0.0
0.0 0.0 0.0
0.0 0.0 0.0
0.0 0.0 0.0
0.0 0.0 0.0
0.0 0.0 0.0
0.0 0.0 0.0
0.0 0.0 0.0
0.0 0.0 0.0
0.0 0.0 0.0
0.0 0.0 0.0

Computed total energy, in the same sequence as the records: -161898.5872 -144720.7375 eV.
Computed ΔE to the lowest compared entry with this formula, charge and spin, in the same sequence as the records: 0.0 94.8 kJ/mol.